The following is a quantum chemistry calculation of a single C3H5Cl molecule, from the OMol25 dataset.

Element x y z (Å)
C 1.3328 0.0184 0.0003
C -0.3528 -0.4546 0.1094
C -1.3323 0.4071 -0.0142
Cl -3.0059 0.0235 0.0887
H 1.6689 -0.9586 -0.2723
H 1.2977 0.6710 -0.8966
H 1.7641 0.3663 0.8968
H -0.3409 -1.5037 -0.1650
H -1.0315 1.4305 0.2530

## Properties
**SMILES**: C/C=C/Cl
**Kohn-Sham gap**: 10.696 eV
**Electronic energy**: -577.430092 a.u.
**Total charge**: 0



The following is a quantum chemistry calculation of 2 unconnected molecules or ions with the total composition C3H5Cl2N, from the OMol25 dataset.

Element x y z (Å)
C 1.6078 -0.9609 0.3011
C 2.0437 0.0736 -0.2509
C -1.9320 -0.1503 0.0248
N -0.9191 0.5672 0.8558
Cl 3.8747 0.2765 -0.5478
Cl -0.2296 1.8396 0.1390
H 0.9671 -1.6202 0.7985
H 1.6025 0.8795 -0.8775
H -1.6801 -1.1306 -0.3023
H -2.8411 -0.2083 0.6343
H -2.4941 0.4340 -0.7751

## Properties
**Kohn-Sham gap (spin up / spin down)**: 8.126 / 8.749 eV
**Electronic energy**: -1092.210347 a.u.
**Total charge**: 0



The following is a quantum chemistry calculation of a single C3H5Cl2NS2 molecule, from the OMol25 dataset.

Element x y z (Å)
C 0.7752 -0.8173 1.4530
C 0.3044 -0.4853 -0.0052
S 1.5656 -0.2346 -1.2826
Cl -0.6313 -1.9621 -0.5052
C -0.5562 0.7121 -0.0849
Cl -1.1967 1.4535 1.3359
N -0.9830 1.1150 -1.2340
S -2.2631 2.1552 -1.6244
H 0.9206 0.1469 1.8873
H 0.1182 -1.3993 2.1202
H 1.7851 -1.2160 1.3061
H 2.3653 -1.1069 -0.5956
H -2.2040 1.6387 -2.7707

## Properties
**SMILES**: C[C@@](S)(Cl)/C(Cl)=N/S
**Kohn-Sham gap**: 9.412 eV
**Electronic energy**: -1888.770438 a.u.
**Total charge**: 0